The following is a DFT calculation (wB97M-V/def2-TZVPD) of a structure of composition C38H52BrN4O2PmSbSi3.

The charge is +1. Its multiplicity is 5. The value obtained for the HOMO-LUMO gap (spin up / spin down) is 6.4 / 6.4 eV. For the max |F|, the calculation gives 4.8 eV/A. The expectation value of S² is 6.0075.

CARTESIAN COORDINATES (ANGSTROEM)
Pm1 0.85 0.16 -0.91
Sb1 -1.79 -0.70 1.17
Br1 1.54 1.19 1.97
Si1 -4.57 1.00 -0.31
Si2 0.18 -3.09 0.28
Si3 -3.32 1.75 2.54
O1 1.99 1.28 -2.29
O2 1.58 -1.32 -3.10
N1 3.76 -0.01 -1.38
N2 -0.82 1.97 -0.30
N3 3.29 0.38 -0.19
N4 -2.27 -3.24 -1.45
C1 -3.02 -3.21 -3.72
C2 1.39 -3.71 -1.06
C3 -2.98 -3.75 -2.45
C4 7.74 1.28 3.29
C5 7.06 0.51 5.47
C6 -4.25 -0.01 -1.86
C7 -2.95 1.20 0.71
C8 5.75 0.50 5.06
C9 4.00 0.89 3.40
C10 3.52 -1.32 -6.21
C11 -1.69 2.33 3.31
C12 -3.98 0.36 3.62
C13 -1.67 4.61 -0.30
C14 1.39 -2.38 1.58
C15 -3.47 -2.06 1.16
C16 6.42 1.26 2.87
C17 -4.56 3.17 2.68
C18 3.40 0.07 -3.81
C19 -1.60 -1.48 -2.90
C20 3.25 0.88 -2.54
C21 4.41 -0.29 -5.97
C22 -2.30 -2.04 -3.94
C23 -5.29 2.63 -0.96
C24 -5.96 0.26 0.74
C25 -2.06 2.26 0.14
C26 5.40 0.86 3.75
C27 2.51 -0.98 -4.06
C28 4.34 0.40 -4.77
C29 2.57 -1.67 -5.26
C30 -0.01 2.99 -0.68
C31 -0.37 4.31 -0.69
C32 8.07 0.89 4.59
C33 -0.71 -4.57 1.03
C34 3.44 0.75 2.13
C35 -1.56 -2.11 -1.64
C36 -0.69 -1.62 -0.54
C37 -2.50 3.60 0.12
C38 4.02 0.35 0.94
H1 -1.51 -4.90 0.36
H2 5.14 -0.01 -6.71
H3 4.97 0.20 5.75
H4 -4.60 3.17 -1.61
H5 5.04 -0.01 0.98
H6 -3.41 0.40 -2.42
H7 0.33 5.07 -1.00
H8 -1.10 2.95 2.63
H9 3.96 1.72 -2.57
H10 2.14 -2.94 -1.28
H11 -1.90 2.94 4.20
H12 -6.18 2.39 -1.56
H13 1.87 -2.47 -5.46
H14 -3.59 -3.68 -4.51
H15 5.01 1.23 -4.58
H16 2.15 -1.75 1.09
H17 8.51 1.61 2.61
H18 -0.02 -5.40 1.17
H19 7.32 0.22 6.48
H20 -3.05 -3.06 1.17
H21 1.94 -4.60 -0.72
H22 -4.07 -1.91 2.06
H23 -4.94 -0.03 3.27
H24 -5.71 -0.70 1.19
H25 -6.24 0.94 1.54
H26 -3.28 -0.47 3.72
H27 -4.09 4.14 2.56
H28 1.93 -3.20 2.06
H29 4.76 -0.20 -1.43
H30 -5.00 3.15 3.68
H31 -3.53 -4.66 -2.21
H32 -2.02 5.64 -0.30
H33 3.32 1.06 4.23
H34 -5.39 3.09 1.97
H35 -4.15 0.76 4.62
H36 0.90 -1.81 2.36
H37 -4.08 -1.95 0.28
H38 3.56 -1.87 -7.15
H39 -2.31 -1.58 -4.92
H40 -1.15 -4.33 2.00
H41 -1.06 -0.55 -3.05
H42 0.88 -3.99 -1.98
H43 -6.83 0.11 0.11
H44 -1.08 1.49 3.62
H45 -5.13 0.03 -2.52
H46 -3.50 3.82 0.45
H47 1.00 2.72 -0.98
H48 9.10 0.92 4.91
H49 -5.61 3.31 -0.17
H50 -4.05 -1.06 -1.66
H51 1.10 -2.10 -3.40
H52 6.18 1.61 1.88